[1]
{"formula": "C7H12", "method": "ωB97M-V/def2-TZVPD", "symbols": ["C", "C", "C", "C", "C", "C", "C", "H", "H", "H", "H", "H", "H", "H", "H", "H", "H", "H", "H"], "xyz": [[-1.828, 0.516, -1.787], [-0.726, 0.139, -1.108], [-0.638, 0.296, 0.383], [-1.421, 1.212, 1.024], [0.270, -0.571, 1.249], [1.398, -1.235, 0.488], [2.362, -0.253, -0.232], [-2.644, 1.027, -1.302], [-1.892, 0.286, -2.841], [0.097, -0.056, -1.778], [-0.988, 1.803, 1.823], [-2.418, 1.453, 0.678], [-0.376, -1.319, 1.729], [0.656, 0.051, 2.060], [2.012, -1.952, 1.034], [0.941, -1.862, -0.311], [2.116, 0.039, -1.249], [2.392, 0.600, 0.454], [3.322, -0.786, -0.270]], "atomic_forces_ev_per_a": [[0.857, -0.504, 0.340], [-2.073, 0.554, -0.077], [-0.199, 0.745, 0.227], [0.775, -0.603, -0.759], [0.490, 0.470, -0.344], [-0.163, -0.684, -2.083], [0.114, -0.782, 1.295], [-0.385, -0.296, -0.059], [-0.016, 0.447, -0.110], [0.430, -0.905, 0.641], [-0.515, -0.769, 0.834], [0.373, 0.758, -0.452], [0.160, 0.093, -0.198], [0.047, 0.045, 0.139], [-0.284, 0.246, 0.555], [0.085, 0.166, 0.465], [-0.287, 0.107, 0.158], [0.586, 0.283, -0.533], [0.004, 0.630, -0.040]], "nbo_charge": [-0.364, -0.243, 0.003, -0.399, -0.437, -0.402, -0.614, 0.186, 0.197, 0.216, 0.203, 0.191, 0.225, 0.211, 0.211, 0.197, 0.205, 0.204, 0.211], "lumo_energy_ev": 0.6, "largest_force_ha_per_bohr": 0.043, "smiles": "C=CC(=C)CCC", "de_lowest_kj_mol": 227.9}

=====

[2]
{"formula": "C7H12", "method": "ωB97M-V/def2-TZVPD", "symbols": ["C", "C", "C", "C", "C", "C", "C", "H", "H", "H", "H", "H", "H", "H", "H", "H", "H", "H", "H"], "xyz": [[1.063, 1.104, -2.287], [-0.367, 0.982, -1.855], [-0.686, -0.451, -0.452], [-0.301, -0.522, 0.980], [-1.019, -0.943, 2.196], [0.316, -1.566, 1.817], [0.103, 0.743, 0.369], [0.948, 1.586, -3.270], [1.536, 0.134, -2.485], [1.763, 1.725, -1.707], [-0.718, 1.929, -1.425], [-1.751, -0.397, -0.641], [-0.145, -1.136, -1.096], [-1.911, -1.554, 2.077], [-1.042, -0.275, 3.052], [0.310, -2.589, 1.449], [1.183, -1.309, 2.418], [1.163, 0.908, 0.193], [-0.445, 1.633, 0.667]], "atomic_forces_ev_per_a": [[0.057, -0.039, -0.023], [0.046, 0.280, -0.249], [-0.201, -0.306, -0.181], [0.057, 0.033, 0.105], [-0.228, 0.070, 0.138], [0.249, -0.150, -0.003], [0.138, 0.105, 0.328], [0.046, -0.008, 0.054], [-0.098, 0.116, 0.039], [-0.085, -0.046, -0.007], [0.071, -0.027, -0.061], [0.187, 0.043, 0.072], [-0.054, 0.127, 0.106], [0.122, 0.067, 0.014], [0.033, -0.067, -0.092], [-0.012, 0.124, 0.048], [-0.101, -0.008, -0.048], [-0.235, -0.109, -0.077], [0.008, -0.206, -0.166]], "nbo_charge": [-0.726, -0.203, -0.358, -0.154, -0.393, -0.393, -0.323, 0.251, 0.203, 0.169, 0.121, 0.250, 0.244, 0.214, 0.213, 0.213, 0.213, 0.228, 0.230], "lumo_energy_ev": 1.1, "largest_force_ha_per_bohr": 0.008, "de_lowest_kj_mol": 616.9}

=====

| no. | frontier orbital gap (eV) |
| --- | --- |
| 1 | 8.8 |
| 2 | 8.2 |